# 1
79
Properties=species:S:1:pos:R:3:forces:R:3 method="wB97M-V/def2-TZVPD" gap_ev="4.5 / 4.2" mol_weight_g_mol=839.087 homo_energy_ev="-15.099 / -15.101" total_charge=+3 spin_multiplicity=1
Tl -1.066565 -0.521495 0.757122 1.0292 -0.3725 -0.6683
N -0.103555 3.923620 3.073695 0.0258 -0.0122 -0.1069
C -0.091916 2.914536 2.207833 0.1800 0.6048 -0.1966
N -0.444121 1.692482 2.493964 -0.4709 -0.7373 0.3736
C -0.902214 1.430399 3.750344 0.9405 0.8852 -0.6825
N -1.215209 0.202940 4.103883 -1.1942 -0.1388 1.7021
N -1.166660 -0.833194 3.379522 0.5565 -0.3528 -1.7343
C -0.990148 -2.048184 3.724192 0.0257 0.0356 0.5095
C -1.087664 -3.200608 2.846141 -0.0053 -0.9135 -0.1716
C -0.994611 -4.473745 3.417114 -0.0205 0.6240 -0.0734
C -1.099238 -5.586121 2.599117 -0.0562 -0.0136 -0.2802
C -1.294724 -5.401528 1.239192 0.0696 0.0526 0.3061
C -1.348933 -4.100477 0.746604 -0.0047 -0.2355 -0.2015
N -1.239624 -3.041852 1.528604 0.0215 0.9457 -0.0153
C -0.996123 2.465330 4.740174 0.1475 0.1813 -0.2050
C -1.429385 2.245134 6.056501 0.0552 0.2194 0.1756
C -1.339438 3.260619 6.982528 -0.1159 -0.3044 -0.1046
C -0.866271 4.526606 6.610927 0.0898 -0.0063 -0.2904
C -0.488469 4.784164 5.309487 -0.0037 0.0136 -0.0309
C -0.533812 3.753860 4.372837 -0.2159 -0.4033 0.5232
H 0.235949 4.842411 2.798503 -0.0301 -0.2106 -0.1019
H 0.274990 3.124605 1.211846 -0.0243 0.1391 -0.0730
H -0.737009 -2.282737 4.757133 0.0301 0.2847 0.0357
H -0.845392 -4.573836 4.481181 0.0013 -0.0420 0.1185
H -1.029022 -6.577105 3.019391 -0.0159 -0.1052 0.0255
H -1.388468 -6.245363 0.574435 -0.0267 -0.0248 -0.1040
H -1.479985 -3.906481 -0.308675 0.0176 0.0062 -0.0684
H -1.810127 1.271341 6.320654 -0.0016 -0.0615 0.0973
H -1.634566 3.087375 8.007199 -0.0523 -0.0248 0.0115
H -0.791012 5.308836 7.352984 -0.0498 0.0448 -0.0052
H -0.151176 5.766015 5.014205 0.0787 0.1222 0.0046
O 6.064240 0.984038 0.708308 -0.0576 0.1475 -0.1064
C 5.622263 -0.208901 1.292332 0.3324 -0.3614 0.2699
C 4.142524 -0.340145 1.122311 -0.2762 0.1361 -0.0858
C 3.424106 -1.365937 1.731417 -0.0399 0.1892 -0.1587
C 2.057191 -1.406529 1.550898 0.2042 -0.2227 0.1647
N 1.391706 -0.528097 0.805621 -0.6721 0.1680 -0.1853
C 2.062846 0.456998 0.192393 0.3530 -0.1652 0.2374
C 3.440201 0.573875 0.342819 -0.0780 -0.1374 0.1858
C 1.304666 1.404898 -0.655888 0.0636 0.6485 -0.4846
C 1.940029 2.452120 -1.322685 -0.2416 -0.2316 0.0494
C 1.214173 3.282963 -2.167945 -0.2806 0.0923 0.1092
C 1.891219 4.463662 -2.805491 0.0945 0.0120 -0.3461
O 2.245694 5.322808 -1.741570 0.0154 0.0973 0.1871
C -0.149283 3.054560 -2.314839 0.2477 -0.1523 0.1461
C -0.725166 2.031116 -1.578084 -0.1390 0.3309 -0.2953
N -0.016611 1.243001 -0.786145 -0.2009 -0.7964 0.8801
H 7.018766 1.062909 0.815959 -0.0398 0.0063 -0.0321
H 5.858462 -0.241682 2.367724 -0.0730 -0.0513 -0.1532
H 6.093373 -1.089583 0.827450 -0.0476 0.0877 0.0855
H 3.918933 -2.110687 2.332499 0.0254 -0.1237 0.1277
H 1.459774 -2.173612 2.020917 -0.0121 -0.1548 0.0483
H 4.009154 1.366139 -0.110239 -0.0156 0.0694 -0.1132
H 2.990237 2.647957 -1.197037 0.1534 -0.0278 0.0095
H 1.209388 4.954599 -3.509328 0.0906 -0.1017 0.0368
H 2.783507 4.126449 -3.352556 -0.1614 0.0364 0.0002
H 2.620223 6.135642 -2.102062 0.0249 -0.0406 0.0285
H -0.746481 3.674723 -2.964398 -0.1203 0.0477 -0.0178
H -1.792062 1.856126 -1.607675 -0.0668 -0.0378 -0.0878
N -4.754349 -2.826358 -9.530124 -0.3488 -0.1193 -0.5633
C -4.186809 -2.683351 -8.548798 0.0319 0.0899 -0.1254
C -3.480347 -2.482156 -7.335930 0.3209 0.0898 0.5916
C -2.199469 -3.012320 -7.174875 -0.2329 0.0839 0.1544
C -1.544210 -2.863483 -5.966508 -0.0457 0.1800 0.3413
C -2.150146 -2.155896 -4.926813 -0.6092 -0.1592 -1.1618
C -3.415708 -1.597599 -5.105054 0.3548 -0.0755 0.1278
C -4.081707 -1.762247 -6.301973 0.1685 -0.2449 -0.0631
N -1.480036 -1.986554 -3.694906 0.2393 0.0374 0.7638
C -0.127720 -2.047124 -3.485813 0.4113 0.1777 0.2913
C 0.079016 -1.790887 -2.163623 0.2524 -0.2091 -0.4209
N -1.128219 -1.599811 -1.562852 -0.2164 0.4286 1.1564
C -2.044283 -1.721934 -2.499601 -0.2815 -0.0307 -0.0056
H -1.730718 -3.555165 -7.982789 -0.0286 -0.0264 -0.0154
H -0.570696 -3.312210 -5.840767 0.0650 -0.0371 0.0345
H -3.880247 -1.025920 -4.317776 -0.0604 0.1002 0.0726
H -5.067783 -1.346006 -6.433867 -0.0704 0.0306 -0.0583
H 0.584736 -2.232465 -4.262154 0.0320 -0.0419 -0.2210
H 0.998516 -1.764887 -1.612288 0.1887 0.0268 -0.0091
H -3.098400 -1.670585 -2.316834 -0.2345 0.0340 -0.1587



# 2
16
Properties=species:S:1:pos:R:3:forces:R:3 method="wB97M-V/def2-TZVPD" gap_ev=6.7 mol_weight_g_mol=108.186 homo_energy_ev=-2.794 total_charge=-1 spin_multiplicity=1
C -0.241024 1.262272 0.864543 -0.3160 -1.4228 -1.9631
C 0.274006 -0.169781 0.284577 -1.8158 2.6224 -0.9165
S -0.787441 -0.905207 -1.022826 -0.3446 0.3389 0.2104
C -0.025967 1.588521 2.323640 -1.2991 -0.8428 0.3452
N 1.303935 1.260468 2.825401 1.2154 0.2392 -1.3698
H -1.283155 1.194380 0.478578 0.3362 0.8792 0.8473
H 0.320851 1.963430 0.240544 -0.3212 0.3620 0.0234
H 0.223108 -0.905188 1.034501 1.3916 -0.7704 1.0807
H 1.074995 0.243368 -0.303778 1.5799 -1.3859 0.6021
H -0.826040 0.998200 2.840161 0.7171 0.5777 0.2006
H -0.174187 2.655113 2.520293 -0.4198 -0.0737 -0.0931
H 1.321470 0.472327 3.439589 -0.0851 -0.4848 0.0589
H 1.900296 1.041932 1.993447 -0.6016 0.0597 1.2513
H 0.204212 -2.183357 -2.862679 -0.3358 0.3961 -0.3455
H 0.055268 -0.898716 -3.600557 -0.2009 -0.0910 0.2048
O 0.071708 -1.847800 -3.774697 0.4997 -0.4038 -0.1367



# 3
58
Properties=species:S:1:pos:R:3:forces:R:3 method="wB97M-V/def2-TZVPD" gap_ev=8.5 mol_weight_g_mol=430.484 smiles="CCCCC(=O)NCCNc1nc2c(c(=O)n(C)c(=O)n2C)n1Cc1ccc(F)cc1" homo_energy_ev=-7.890 spin_multiplicity=1
C 4.164120 2.871728 0.179839 -0.2200 0.1071 0.1070
C 2.671959 2.866045 0.489503 0.1932 -0.1815 -0.1836
C 1.938355 1.781817 -0.298573 -0.1867 0.2820 0.2237
C 0.448086 1.725235 0.024037 0.0605 -0.1127 -0.0890
C 0.051964 1.349773 1.440725 0.1797 0.2782 -0.2128
O -1.052950 1.614341 1.878177 -0.2005 0.0989 0.1017
N 0.985960 0.718716 2.192303 0.2892 -0.0464 0.2312
C 0.625997 0.137469 3.462239 -0.1526 -0.2206 0.0820
C 0.249815 -1.345972 3.310178 0.2224 0.2412 0.2194
N -0.783456 -1.551515 2.319197 -0.3518 0.0664 0.0388
C -0.415249 -1.617540 1.013863 -0.2181 -0.2886 -0.4540
N 0.842583 -1.726342 0.589699 0.4438 -0.0488 -0.0695
C 0.741724 -1.838419 -0.753514 -1.3549 0.0262 0.0151
C -0.579904 -1.799151 -1.161059 0.7929 -0.0546 -0.1235
C -0.971453 -1.882775 -2.525476 0.0778 0.0737 0.4220
O -2.107153 -1.843787 -2.970923 -0.2249 0.0277 -0.0195
N 0.145114 -2.012655 -3.364116 -0.0800 -0.0298 -0.2340
C -0.098804 -2.119932 -4.792905 -0.0764 -0.0161 -0.2908
C 1.477400 -2.061231 -2.992366 0.0489 0.0340 0.2152
O 2.362260 -2.181079 -3.812319 0.2332 -0.0149 -0.2326
N 1.759560 -1.965815 -1.644045 0.0568 -0.0575 -0.0138
C 3.137685 -2.022012 -1.209322 0.2817 -0.0259 -0.0649
N -1.318881 -1.671277 0.007774 0.3888 -0.0670 0.1686
C -2.760940 -1.604960 0.098783 -0.4114 0.1119 0.0287
C -3.221265 -0.201748 0.406712 -0.0909 -0.1286 0.0795
C -3.047214 0.792137 -0.548940 -0.0736 -0.0033 0.1070
C -3.416881 2.095734 -0.283485 -0.0600 0.0957 0.0963
C -3.965210 2.391340 0.951049 -0.0633 -0.2299 0.0149
F -4.335352 3.659995 1.214847 0.0528 -0.0403 0.0011
C -4.164662 1.421166 1.913553 -0.0362 0.2978 -0.0550
C -3.783846 0.121698 1.633478 0.0083 -0.0237 -0.2396
H 4.617398 1.920892 0.453416 0.0961 -0.0984 0.0106
H 4.666078 3.661108 0.733559 0.1371 0.0499 0.0184
H 4.333543 3.037367 -0.881855 0.0818 0.0053 -0.1164
H 2.245456 3.838615 0.236030 -0.0779 0.0384 0.0472
H 2.521216 2.710656 1.559294 -0.0454 0.0736 0.0008
H 2.045987 1.988946 -1.366535 0.0515 -0.0982 -0.0167
H 2.403217 0.809137 -0.118153 0.0748 -0.0861 -0.0689
H -0.040220 0.995148 -0.629396 -0.0904 0.0006 0.0030
H -0.019100 2.690557 -0.183106 -0.0566 -0.0559 0.0377
H 1.785183 0.314026 1.730213 -0.1081 0.0856 -0.0968
H 1.460198 0.238104 4.160543 -0.0770 -0.0033 0.0438
H -0.231743 0.704834 3.833972 0.1744 -0.0726 0.0486
H -0.107971 -1.734251 4.266486 0.1127 -0.0262 -0.0348
H 1.118482 -1.921038 2.984798 -0.0702 -0.0134 0.1781
H -1.636202 -1.031151 2.485152 0.0453 0.0142 -0.0675
H 0.403899 -1.307099 -5.316254 -0.0184 -0.0606 -0.0089
H -1.174202 -2.064741 -4.945474 0.1370 -0.0071 -0.0038
H 0.290892 -3.067046 -5.164916 -0.0081 0.0596 -0.0202
H 3.146009 -2.291153 -0.156221 0.0478 0.0190 -0.0296
H 3.623817 -1.054971 -1.354212 0.0415 -0.0452 0.0385
H 3.665978 -2.765443 -1.804866 -0.0148 0.0583 0.0880
H -3.145369 -1.918106 -0.875765 0.0597 -0.0577 0.2025
H -3.099976 -2.306549 0.867456 0.0118 0.0371 -0.0707
H -2.628126 0.533600 -1.510218 0.0529 -0.0310 -0.1536
H -3.283503 2.878487 -1.013241 -0.0113 0.1010 -0.0646
H -4.597613 1.687949 2.864222 -0.0506 0.0642 0.0881
H -3.942688 -0.648862 2.376158 -0.0246 -0.1014 0.0774



# 4
73
Properties=species:S:1:pos:R:3:forces:R:3 method="wB97M-V/def2-TZVPD" gap_ev=9.7 mol_weight_g_mol=697.400 smiles="CC[C@H](F)[C@@H]1OC(=O)O[C@@]1(I)CCCCN.O=C1OCCO1.O=C1OCCO1.O=C1OCCO1.O=C1OCCO1" homo_energy_ev=-9.768 spin_multiplicity=1
C 2.015762 -1.044143 2.510908 -0.3395 1.0559 -0.2576
C 1.572773 0.100157 1.558271 0.6006 -0.7630 0.2303
C 1.235043 -0.417473 0.158683 -0.0074 1.2122 1.3362
F 2.130347 0.141048 -0.739105 0.1742 0.2055 -0.6935
C -0.153856 -0.177479 -0.354557 0.7522 0.3823 -0.2394
O -0.559259 1.171012 -0.728698 0.2484 -0.2831 -0.3124
C -1.853539 0.977132 -1.079886 2.6728 -3.6153 2.8038
O -2.503875 1.692743 -1.661014 -3.4870 4.0225 -3.3122
O -2.315535 -0.254470 -0.601545 0.1632 0.2847 0.2497
C -1.369198 -0.554692 0.435926 -0.3283 -0.3080 0.4671
I -2.001917 0.902163 1.982373 0.4290 0.0836 0.3312
C -1.470957 -1.893361 1.135675 -1.1293 -0.3183 -1.3102
C -1.631438 -3.117534 0.201639 1.0011 -0.4556 0.9604
C -0.331199 -3.956834 0.113693 -0.1677 -0.4164 -0.8332
C 0.071583 -4.262715 -1.334704 -0.5418 0.9468 0.1171
N 0.164477 -3.004327 -2.108102 0.1834 -0.1624 0.4805
H 1.173797 -1.277636 3.148925 -0.0186 -0.5080 0.2539
H 2.370428 -1.911675 1.967561 -0.0102 -0.2502 -0.0006
H 2.830076 -0.683632 3.125213 0.0943 -0.1324 0.2855
H 2.407358 0.782392 1.462954 0.1227 0.2528 -0.2731
H 0.774251 0.663326 2.025694 -0.1637 0.0933 -0.1518
H 1.405873 -1.483252 0.116465 -0.2022 -0.4336 -0.0875
H -0.156991 -0.667799 -1.324582 -0.2251 -0.8290 0.1785
H -2.356829 -1.849105 1.752418 -0.1901 0.0405 0.2096
H -0.637581 -2.012982 1.814188 0.3152 0.0896 0.0691
H -2.354162 -3.762765 0.684335 -0.4078 -0.0316 -0.0686
H -2.032688 -2.864719 -0.771295 -0.0110 0.2483 -0.1567
H 0.482006 -3.490179 0.653974 0.2622 0.2521 0.0381
H -0.492790 -4.922925 0.585429 -0.0196 -0.0995 0.2664
H -0.725344 -4.880797 -1.749298 0.1522 -0.3393 -0.1438
H 1.015676 -4.790055 -1.397096 0.1089 -0.1807 0.0826
H 0.939320 -3.008241 -2.754206 -0.2065 -0.0512 -0.2201
H -0.708929 -2.833200 -2.583113 0.1905 0.0878 -0.3344
O -8.032329 -3.336253 -0.022219 0.0237 0.0223 -0.0024
C -7.361666 -2.364151 -0.133930 -0.0236 -0.0031 0.0013
O -7.772693 -1.102008 0.160454 0.1606 -0.1775 -0.0869
C -6.628428 -0.243961 0.119755 0.0332 0.2342 0.0886
C -5.687404 -0.998555 -0.787880 0.2758 0.1443 -0.1222
O -6.074716 -2.359417 -0.574857 -0.2193 0.0942 0.1140
H -6.894640 0.737033 -0.266032 -0.1825 -0.0731 -0.0067
H -6.234392 -0.132427 1.131966 0.0126 -0.0450 -0.0110
H -5.833602 -0.751374 -1.841589 -0.0518 -0.0050 0.0184
H -4.642590 -0.848723 -0.531344 0.0021 -0.1694 0.0142
O 4.750095 -3.474811 3.430155 0.0012 0.0336 -0.0474
C 5.487356 -2.857449 2.735561 -0.0432 -0.0425 0.0460
O 5.392338 -1.519752 2.505902 0.1395 -0.2288 -0.0755
C 6.573664 -1.108706 1.811815 0.1014 0.2868 -0.0576
C 7.034634 -2.391925 1.161529 0.1722 -0.0065 -0.2075
O 6.538455 -3.388595 2.057367 -0.1418 0.1864 0.0805
H 6.344729 -0.326709 1.091622 -0.1845 -0.0119 0.0740
H 7.292185 -0.724466 2.538120 -0.0007 -0.0499 0.0098
H 6.586052 -2.547484 0.178259 -0.0343 0.0162 0.0250
H 8.116211 -2.457783 1.072039 -0.0192 -0.1540 0.1207
O 4.110352 5.040740 -2.986188 -0.0225 -0.0230 -0.0052
C 3.285139 4.209574 -3.174236 0.0173 0.0034 0.0126
O 2.089960 4.145642 -2.529465 0.2015 -0.0667 -0.1717
C 1.289371 3.158335 -3.183869 -0.3887 -0.1071 0.0722
C 2.324846 2.278692 -3.841174 -0.0262 -0.2817 -0.0551
O 3.405818 3.188071 -4.064889 -0.1129 0.1462 0.1619
H 0.673222 2.623012 -2.464567 0.0953 0.1173 0.1396
H 0.640429 3.656103 -3.908028 0.0599 0.0071 -0.0312
H 2.667343 1.476097 -3.184574 -0.0134 0.0513 0.0476
H 1.982011 1.847913 -4.779306 0.1478 0.1232 -0.0881
O -1.696236 3.992173 3.521668 -0.0731 0.0020 0.0196
C -1.758915 4.588828 2.496296 0.0644 -0.0504 -0.0475
O -0.714895 4.770438 1.649933 -0.2154 0.0333 0.1037
C -1.224484 5.314744 0.430270 0.1053 0.0282 -0.3041
C -2.511565 5.967349 0.879311 -0.1175 0.1845 -0.1713
O -2.884122 5.171729 2.007575 0.2217 -0.0751 0.0167
H -0.517986 6.019354 -0.001935 0.1217 -0.0552 0.1555
H -1.392080 4.498952 -0.276481 -0.0397 -0.0216 0.0447
H -2.366607 6.998388 1.207872 0.0352 -0.0262 0.0282
H -3.287545 5.943400 0.117971 -0.0970 -0.1213 0.1313



# 5
10
Properties=species:S:1:pos:R:3:forces:R:3 method="wB97M-V/def2-TZVPD" gap_ev="8.4 / 6.7" mol_weight_g_mol=188.408 homo_energy_ev="-10.691 / -9.625" spin_multiplicity=1
C 0.009926 0.063592 0.168888 -1.2426 0.5149 -1.2916
C -0.994266 1.111836 0.305715 -0.2386 0.5417 0.5034
N -0.868226 2.371096 -0.348610 0.3772 1.6020 0.6410
O -1.749011 3.194546 -0.158668 -0.3581 -0.1806 -0.3414
O 0.188589 2.637933 -0.908197 0.0272 -0.8615 -0.1867
Cl -2.458478 0.818122 0.980447 0.0164 0.1496 0.5778
Br -4.510569 -0.333508 -0.175076 -0.2632 -0.2040 -0.2801
H -0.335380 -0.726182 0.812032 0.7429 -0.5172 0.2279
H 1.022278 0.431916 0.172449 0.2867 -0.1222 0.4311
H -0.238705 -0.175988 -0.871230 0.6520 -0.9228 -0.2814



# 6
19
Properties=species:S:1:pos:R:3:forces:R:3 method="wB97M-V/def2-TZVPD" gap_ev=9.5 mol_weight_g_mol=133.216 smiles=COC1(SC)CNC1 homo_energy_ev=-8.650 spin_multiplicity=1
C -1.100096 2.020344 0.080420 0.6135 1.5347 -0.9575
O -0.361279 1.050787 0.952366 -3.0147 2.8967 -1.1434
C 0.226724 0.197816 0.059114 2.2146 -1.9342 3.4237
S -0.883084 -0.690256 -0.930183 -0.9487 -1.4873 -0.1206
C -1.557938 -1.461422 0.558078 -1.7395 -3.5927 1.3422
C 1.438495 0.753060 -0.558530 1.3416 -0.1418 -2.9874
N 2.210392 -0.511472 -0.247172 0.6665 2.3293 -1.2270
C 1.250219 -0.757256 0.912928 1.7016 -1.6556 -1.9836
H -1.734462 2.797020 0.560243 0.6828 -1.0171 0.6010
H -1.704078 1.583886 -0.735742 -0.0366 -0.5436 1.0949
H -0.407662 2.621752 -0.597447 -0.0476 -0.6260 1.2861
H -2.273470 -2.487597 0.282601 2.2232 3.0238 0.5731
H -2.219547 -0.843283 1.257675 1.0460 -0.4833 -1.3458
H -0.631751 -1.838872 1.175439 -2.2475 0.5670 -1.1534
H 1.179332 0.891802 -1.705613 1.4158 0.4643 1.9709
H 1.778249 1.651017 0.058065 -0.3923 -0.8254 -1.2731
H 3.284967 -0.453395 -0.404201 -2.5867 -0.2606 1.5307
H 1.212071 -1.914703 0.907762 -0.6771 1.9509 0.6794
H 1.518764 -0.304780 1.883368 -0.2148 -0.1991 -0.3103



Number 1: E -61482.717 eV. Number 2: E -17646.027 eV. Number 3: E -40018.998 eV. Number 4: E -66369.418 eV. Number 5: E -90266.987 eV. Number 6: E -19731.927 eV.